A cluster of 2 separate species, C11H14N2O in total at a distorted geometry. Source: OMol25; level of theory: ωB97M-V/def2-TZVPD.

Each line ends with the Löwdin charge.
Element x y z (Å)
C1 0.290 3.870 0.716  -0.003
C2 -1.823 2.585 1.098  0.038
C3 -0.701 2.851 0.243  -0.198
C4 -2.476 1.387 0.904  0.009
C5 -0.258 1.935 -0.689  -0.012
C6 -2.090 0.470 -0.070  -0.153
C7 -1.033 0.802 -1.038  0.087
O1 -3.145 -0.444 -0.175  0.117
H1 -2.203 3.279 1.884  0.152
H2 -3.344 1.234 1.598  0.160
H3 0.990 4.251 -0.050  0.117
H4 0.930 3.515 1.396  0.060
H5 0.768 2.051 -1.314  0.188
H6 -0.953 0.157 -1.813  0.085
H7 -2.959 -1.203 -0.793  0.161
H8 -0.355 4.565 1.216  0.089
C8 -0.101 -3.613 -0.423  -0.056
C9 2.528 -3.149 -0.367  -0.002
C10 1.205 -2.778 -0.394  -0.343
C11 2.339 -0.899 -0.097  -0.119
N1 3.251 -1.939 -0.146  0.078
N2 1.030 -1.420 -0.196  0.062
H9 2.985 -4.009 -0.392  0.064
H10 4.187 -1.959 0.005  0.104
H11 -0.907 -3.629 0.391  0.092
H12 0.025 -4.679 -0.309  0.054
H13 2.365 0.129 0.227  0.098
H14 -0.547 -3.359 -1.411  0.070

## Properties
- HOMO energy (alpha / beta): -11.5 / -11.5 eV
- Energy above the lowest of the compared OMol25 structures with the same formula, charge and spin: 3.879 eV
- Total charge: +1
- Orbital gap (alpha / beta): 7.8 / 4.3 eV
- E_LUMO (alpha / beta): -3.71 / -7.27 eV
- Calculated total energy: -16651.2114 eV
- 2S+1: 2